Density functional theory data (ωB97M-V with the def2-TZVPD basis set) for the molecule C22H34N4O2.

Last column: Löwdin charge in e.
Cartesian coordinates (Å):
C: 3.3576 -1.1944 -2.5422  -0.025
N: 3.9834 -0.4443 -1.4904  -0.166
C: 4.2948 0.8761 -1.5435  -0.095
C: 4.8529 1.2441 -0.3485  -0.050
C: 4.8848 0.0944 0.4700  -0.255
C: 5.3891 -0.0116 1.8762  -0.053
C: 4.3997 -0.7987 2.7228  -0.460
O: 4.6636 -1.9171 3.1261  0.050
N: 3.2123 -0.2079 3.0029  -0.050
C: 2.7306 1.0565 2.5021  -0.135
C: 1.6672 0.8352 1.4248  -0.104
C: 0.5232 -0.0321 1.9629  -0.318
N: -0.4896 -0.2088 0.9372  -0.143
C: -0.1679 -1.1040 -0.1577  -0.177
C: -0.9784 -0.6768 -1.3873  -0.117
C: -2.3357 -0.1032 -0.9623  -0.226
C: -3.3781 -0.3389 -2.0485  -0.436
O: -3.3319 -1.2986 -2.7986  0.060
N: -4.3908 0.5477 -2.1197  -0.045
C: -4.6091 1.7316 -1.3106  -0.153
C: -5.8552 2.3796 -1.9183  -0.165
C: -6.6131 1.1905 -2.5041  -0.166
C: -5.4833 0.3318 -3.0569  -0.142
C: -2.7845 -0.8162 0.3174  -0.119
C: -1.8171 -0.4810 1.4578  -0.178
C: 1.0997 -1.3304 2.5539  -0.106
C: 2.1606 -1.0024 3.6035  -0.134
C: 4.3368 -0.9254 -0.2696  -0.053
H: 3.3751 -2.2537 -2.2916  0.093
H: 3.8896 -1.0462 -3.4839  0.093
H: 2.3174 -0.8843 -2.6800  0.084
H: 4.0994 1.4568 -2.4236  0.116
H: 5.2084 2.2220 -0.0878  0.103
H: 6.3284 -0.5708 1.8986  0.126
H: 5.5722 0.9785 2.2956  0.120
H: 3.5478 1.6473 2.0959  0.107
H: 2.2898 1.6055 3.3444  0.130
H: 1.2697 1.7934 1.0902  0.124
H: 2.1377 0.3475 0.5727  0.091
H: 0.0370 0.5237 2.7762  0.149
H: 0.8962 -1.0376 -0.3812  0.101
H: -0.3902 -2.1528 0.0975  0.128
H: -1.1508 -1.5332 -2.0417  0.112
H: -0.4330 0.0810 -1.9517  0.116
H: -2.2323 0.9616 -0.7491  0.132
H: -4.7864 1.4547 -0.2646  0.119
H: -3.7472 2.4033 -1.3474  0.121
H: -5.5681 3.0643 -2.7170  0.113
H: -6.4326 2.9304 -1.1787  0.109
H: -7.1420 0.6552 -1.7147  0.114
H: -7.3276 1.4812 -3.2705  0.110
H: -5.1847 0.6624 -4.0584  0.130
H: -5.7157 -0.7332 -3.1062  0.123
H: -2.7960 -1.8897 0.1237  0.126
H: -3.7970 -0.5222 0.5985  0.112
H: -2.1535 0.4229 1.9784  0.122
H: -1.8215 -1.3103 2.1869  0.118
H: 0.3058 -1.9257 3.0080  0.114
H: 1.5646 -1.9215 1.7634  0.118
H: 2.6151 -1.9146 3.9933  0.120
H: 1.7159 -0.4376 4.4305  0.129
H: 4.1870 -1.9538 -0.0050  0.134

Energy ... -1228.2481 Ha
Energy above the lowest of the compared OMol25 structures with the same formula, charge and spin ... 36.9 kcal/mol
Total charge ... 0

Density functional theory data (ωB97M-V with the def2-TZVPD basis set) for a structure of composition C22H35AsCl3GeO3PtSSb2.

Last column: Löwdin charge in e.
Cartesian coordinates (Å):
Pt: 0.0000 0.0000 0.0000  0.403
C: -3.4853 -3.3801 0.2687  -0.254
Sb: -1.8096 -2.0613 0.6354  1.361
C: -2.9867 -0.2670 0.3714  -0.320
C: -2.0109 -2.0273 2.7988  -0.314
C: -1.4148 -3.2817 3.3887  -0.305
C: -2.1802 -4.4598 3.3547  -0.051
C: -1.6840 -5.6493 3.8889  -0.050
C: -0.4146 -5.6817 4.4616  -0.053
C: 0.3654 -4.5254 4.4992  -0.031
C: -0.1160 -3.3154 3.9656  -0.290
C: 0.7845 -2.1039 3.9981  -0.260
Sb: 1.2437 -1.4542 1.9690  1.302
C: 2.4288 -3.2027 1.5073  -0.255
C: 2.9447 -0.2557 2.5580  -0.359
H: -3.2024 -4.4229 0.5160  0.037
H: -3.7625 -3.3257 -0.8042  -0.008
H: -4.3502 -3.0675 0.8891  0.064
H: -3.9205 -0.3421 0.9656  0.055
H: -3.2398 -0.1464 -0.7019  -0.003
H: -2.4003 0.6097 0.7149  -0.015
H: -3.0577 -1.8871 3.1420  0.102
H: -1.4608 -1.1220 3.1153  0.039
H: -3.1723 -4.4563 2.9229  0.104
H: -2.2867 -6.5480 3.8602  0.115
H: -0.0315 -6.6061 4.8744  0.115
H: 1.3530 -4.5794 4.9406  0.117
H: 1.7529 -2.3384 4.4894  0.089
H: 0.3099 -1.2813 4.5718  0.091
H: 3.1421 -3.4011 2.3331  0.039
H: 2.9897 -3.0292 0.5659  0.024
H: 1.7567 -4.0764 1.3819  0.026
H: 3.5956 -0.8397 3.2407  0.064
H: 2.5900 0.6582 3.0766  0.039
H: 3.5215 0.0308 1.6548  -0.048
C: -1.9035 0.6311 -3.9219  -0.239
As: -1.7268 -0.7085 -2.4928  1.053
C: -0.0578 -1.7452 -2.5789  -0.234
C: -3.3342 -1.8122 -2.2365  -0.205
O: -1.6001 0.1717 -1.1093  -1.027
H: -1.9951 0.1159 -4.9000  0.064
H: -1.0064 1.2835 -3.9296  -0.094
H: -2.8084 1.2468 -3.7415  0.050
H: -0.0617 -2.3736 -3.4931  0.065
H: 0.0201 -2.3950 -1.6833  -0.004
H: 0.8070 -1.0511 -2.6103  -0.014
H: -3.4941 -2.4438 -3.1342  0.080
H: -4.2143 -1.1539 -2.0853  0.087
H: -3.1989 -2.4608 -1.3467  -0.092
O: 7.7451 4.4150 2.6522  0.139
C: 7.5465 3.5326 1.6458  -0.437
O: 8.5000 3.2458 0.9385  0.136
C: 6.2162 2.9081 1.3745  -0.078
C: 5.0817 3.2039 2.1589  0.032
C: 3.8510 2.6079 1.8806  -0.103
C: 3.7280 1.7104 0.8204  -0.626
S: 2.1415 0.9687 0.4803  0.666
C: 4.8390 1.4027 0.0330  -0.052
C: 6.0751 1.9963 0.3066  0.046
H: 7.0601 4.7079 3.2646  0.116
H: 5.1200 3.8908 2.9887  0.121
H: 2.9904 2.8480 2.4925  0.122
H: 4.7476 0.7062 -0.7913  0.124
H: 6.9201 1.7409 -0.3208  0.137
Cl: 1.7016 3.4138 -0.6046  0.275
Ge: 0.3063 2.0333 -1.5190  -0.229
Cl: -1.6018 3.0171 -1.8018  0.260
Cl: 1.0787 1.3914 -3.4374  0.257
H: -0.7210 1.0014 1.1950  0.033

Energy ... -7775.3686 Ha
Spin multiplicity ... 6
Total charge ... +2

Density functional theory data (ωB97M-V with the def2-TZVPD basis set) for the ion C22H35BNO8 with charge +1.

Last column: Löwdin charge in e.
Cartesian coordinates (Å):
C: 1.6987 -3.2264 4.2670  -0.047
C: 2.0054 -2.5179 2.9477  -0.191
O: 0.8902 -2.5413 2.0131  0.049
B: -0.0867 -1.6000 2.1641  -0.596
O: -0.8675 -1.5635 3.2751  0.222
C: -0.2850 -0.6291 0.9105  0.011
N: 0.7810 -0.6133 0.0814  0.187
C: 0.9101 0.0711 -1.0663  -0.133
C: 2.2154 -0.0663 -1.8149  -0.086
C: 3.0749 1.2072 -1.8083  -0.135
C: 3.5487 1.6655 -0.4107  -0.076
C: 3.8014 0.5536 0.5616  -0.517
O: 3.2020 0.4101 1.5882  0.135
O: 4.8488 -0.2546 0.2127  0.104
C: -0.1791 0.8447 -1.4749  -0.121
C: -0.2006 1.6085 -2.7774  -0.117
C: -0.6884 3.0625 -2.6791  -0.171
C: 0.2199 4.0011 -1.8814  -0.148
C: 0.1835 3.7812 -0.3811  -0.202
O: 0.7001 4.9463 0.2663  -0.045
C: 0.5323 4.8977 1.6240  -0.332
O: -0.4635 5.2360 2.1703  0.134
C: -1.3040 0.8477 -0.6516  0.060
C: -1.3931 0.1268 0.5437  -0.121
C: -2.6739 0.1578 1.3369  -0.123
C: -3.5391 -1.1031 1.1471  -0.156
C: -3.9372 -1.3559 -0.3141  -0.139
C: -3.9204 -2.8311 -0.7428  -0.146
O: -3.2598 -2.9742 -2.0164  -0.034
C: -2.1732 -3.8087 -2.0301  -0.521
C: -0.9624 -3.2801 -1.2937  0.033
O: -2.1882 -4.8460 -2.6121  0.165
H: 1.5835 -2.5209 5.0885  0.082
H: 2.4779 -3.9458 4.5142  0.081
H: 0.7623 -3.7754 4.1646  0.087
H: 2.8324 -3.0096 2.4351  0.122
H: 2.3224 -1.4876 3.1170  0.108
H: -1.1566 -0.6912 3.5613  0.117
H: 1.5607 -1.1886 0.3867  0.155
H: 1.9780 -0.3516 -2.8424  0.137
H: 2.7705 -0.9053 -1.3898  0.117
H: 3.9489 1.0294 -2.4364  0.129
H: 2.5362 2.0374 -2.2615  0.094
H: 2.8499 2.3805 0.0204  0.106
H: 4.4983 2.1965 -0.5240  0.142
H: 4.5807 -1.1528 -0.0119  0.119
H: -0.8970 1.0649 -3.4266  0.139
H: 0.7617 1.5756 -3.2862  0.109
H: -0.7232 3.4385 -3.7038  0.123
H: -1.7147 3.1127 -2.3100  0.113
H: -0.1170 5.0246 -2.0644  0.131
H: 1.2429 3.9545 -2.2649  0.117
H: 0.7981 2.9162 -0.0988  0.101
H: -0.8380 3.5836 -0.0369  0.130
H: 1.4058 4.5190 2.1758  0.149
H: -2.1607 1.4361 -0.9638  0.139
H: -3.2538 1.0136 0.9806  0.129
H: -2.4941 0.3362 2.3966  0.116
H: -3.0200 -1.9587 1.5862  0.108
H: -4.4445 -0.9335 1.7321  0.124
H: -4.9449 -0.9654 -0.4682  0.121
H: -3.2966 -0.8247 -1.0206  0.102
H: -4.9354 -3.1993 -0.8816  0.133
H: -3.4086 -3.4493 -0.0027  0.122
H: -1.0713 -3.4554 -0.2202  0.089
H: -0.8496 -2.2066 -1.4574  0.070
H: -0.0742 -3.8036 -1.6418  0.097

Energy ... -1540.7079 Ha
Total charge ... +1

Density functional theory data (ωB97M-V with the def2-TZVPD basis set) for a cluster of 2 separate species, C22H35Br3N3O in total.

Last column: Löwdin charge in e.
Cartesian coordinates (Å):
C: -0.0514 2.8373 2.9718  0.140
C: 0.7030 2.0541 2.4635  -0.116
C: 1.4423 0.8436 2.0514  -0.072
C: 0.7826 0.0402 0.9557  -0.155
N: -0.5180 -0.1896 0.7411  0.106
C: -1.6181 0.3507 1.5841  -0.075
C: -2.9470 -0.4394 1.6118  -0.133
C: -4.1156 0.4045 1.0563  -0.179
C: -4.5492 0.0910 -0.3908  -0.197
C: -3.8094 0.9355 -1.4456  -0.214
C: -4.4008 2.3385 -1.6828  -0.188
C: -3.5293 3.4370 -1.0514  -0.220
C: -2.1230 3.5371 -1.6705  -0.265
C: -1.6585 5.0090 -1.7324  -0.104
C: -0.6023 -0.9623 -0.4082  -0.257
N: -1.7694 -1.4227 -1.0279  0.189
C: -1.9950 -2.6287 -0.9418  -0.284
O: -2.2061 -3.7560 -0.8617  0.256
C: 0.6622 -1.1849 -0.8539  -0.553
Br: 1.0040 -2.1465 -2.4247  0.938
N: 1.5318 -0.5594 0.0223  0.044
C: 2.9981 -0.5157 -0.0939  -0.319
C: 3.6214 -1.8586 -0.5085  -0.122
C: 3.4197 0.6399 -1.0233  -0.182
C: 4.9546 0.7915 -1.0710  -0.071
H: -0.7361 3.6198 3.2097  0.053
H: 1.6207 0.1979 2.9162  0.149
H: 2.4135 1.1994 1.7130  0.112
H: -1.2197 0.4080 2.5929  0.118
H: -1.7663 1.3840 1.2746  0.112
H: -3.1699 -0.6018 2.6673  0.114
H: -2.8765 -1.4245 1.1632  0.095
H: -3.8911 1.4722 1.1006  0.093
H: -4.9829 0.2681 1.7058  0.112
H: -5.6250 0.2659 -0.4705  0.109
H: -4.4088 -0.9757 -0.5818  0.091
H: -3.7950 0.3526 -2.3701  0.107
H: -2.7600 0.9983 -1.1391  0.078
H: -4.3693 2.5140 -2.7622  0.110
H: -5.4423 2.3919 -1.3658  0.111
H: -4.0514 4.3914 -1.1501  0.106
H: -3.4149 3.2488 0.0216  0.092
H: -1.3981 3.0219 -1.0276  0.084
H: -2.0581 3.0474 -2.6450  0.107
H: -1.3945 5.3235 -0.7202  0.071
H: -2.4849 5.6276 -2.0790  0.070
H: -0.7792 5.1372 -2.3620  0.068
H: 3.4217 -0.2696 0.8787  0.137
H: 4.6441 -1.9350 -0.1570  0.064
H: 3.6609 -1.9059 -1.5973  0.052
H: 3.0066 -2.6839 -0.1545  0.038
H: 2.9746 0.5380 -2.0127  0.113
H: 3.0423 1.5531 -0.5500  0.107
H: 5.3623 0.5401 -2.0486  0.082
H: 5.2517 1.8161 -0.8522  0.078
H: 5.4472 0.1609 -0.3297  0.074
Br: 5.0824 -5.0288 -0.5408  0.656
C: 5.0033 -6.1208 1.0667  -0.678
C: 3.6531 -6.0246 1.7244  -0.683
Br: 3.4280 -4.3315 2.6644  0.599
H: 5.8121 -5.7906 1.7100  0.054
H: 5.1944 -7.1400 0.7389  0.063
H: 3.5421 -6.7945 2.4845  0.062
H: 2.8364 -6.0967 1.0140  0.050

Energy ... -8820.5352 Ha
Total charge ... +1